The following is a quantum chemistry calculation of C12H30F18K4O6P3 as an isolated structure, from the OMol25 dataset.

Properties
- total charge = +1
- DFT total energy (Ha) = -6148.58241
- Kohn-Sham gap (Eh) = 0.3161

XYZ file:
```
73
Properties=species:S:1:pos:R:3:forces:R:3
K -0.27572 0.50404 -4.15522 0.3 0.5 0.2
K -4.83930 1.11519 -2.09701 -0.1 -0.6 0.1
K -1.06911 4.36150 -0.26278 0.5 -0.1 -0.1
K -1.95366 -3.21210 -1.56096 -0.4 -0.3 0.4
P 0.56670 4.51485 -3.89213 0.2 3.6 -3.9
F 1.82936 3.79793 -4.56942 0.3 -1.8 2.0
F 0.96936 4.33445 -2.31965 0.2 -0.9 -0.7
F 1.41517 5.90558 -4.03232 -0.5 -0.6 0.9
F -0.70352 5.39929 -3.39040 -0.3 -0.3 0.2
F 0.11415 4.67272 -5.50198 -0.8 0.5 1.1
F -0.41669 3.21116 -3.89927 0.6 -1.1 0.9
P -5.53310 -2.68319 -2.47140 -0.1 -1.9 -0.2
F -6.34881 -1.38020 -2.82756 -0.8 1.2 -0.4
F -5.43397 -2.18962 -0.88201 0.1 0.1 -1.1
F -6.88136 -3.48614 -2.20842 0.6 0.1 0.0
F -4.60893 -3.94457 -2.05107 0.3 -0.2 0.3
F -5.40721 -3.18561 -4.02566 -1.2 0.0 0.5
F -4.19669 -1.84557 -2.85995 1.7 1.2 0.9
P -1.46386 0.59411 -0.63361 0.8 1.8 3.4
F -2.95405 0.90686 0.02971 0.4 -0.9 -0.7
F -1.66768 1.91386 -1.53574 -0.8 0.2 -1.6
F -0.86964 1.64836 0.48811 0.0 -0.3 0.2
F 0.04709 0.50845 -1.22055 -1.0 -1.1 -0.7
F -1.16198 -0.62087 0.40655 -0.8 0.3 -1.6
F -2.19783 -0.34112 -1.77712 1.2 0.3 0.5
C 2.15276 6.09983 6.50704 0.2 -1.3 -0.5
O 2.00596 5.91154 5.07933 -0.5 0.6 0.3
C 0.61053 6.00215 4.63851 1.6 -0.9 0.4
C 0.52135 5.81061 3.11833 0.7 0.0 0.6
O 0.21967 4.47763 2.67775 -0.2 0.4 -0.6
C 1.15120 3.47196 3.02708 0.6 -0.7 0.4
H 1.66598 5.29448 7.05709 -1.1 0.2 0.0
H 1.87168 7.08909 6.86821 -0.1 0.0 -0.1
H 3.15761 5.81871 6.82224 0.5 0.8 -0.7
H 0.20046 6.96409 4.94608 -0.2 0.0 0.0
H 0.15318 5.15148 5.14378 -0.8 0.2 0.0
H 1.47003 6.14722 2.70025 0.3 -0.1 -0.1
H -0.21700 6.50423 2.71604 -0.4 -0.4 0.0
H 1.03608 2.55756 2.44508 -0.8 0.2 -0.3
H 1.03540 3.15501 4.06353 0.0 0.2 0.2
H 2.20402 3.69308 2.85161 0.0 0.8 0.1
C 3.27490 -0.38744 -3.96402 0.1 -0.5 -0.2
O 2.10110 -0.43461 -3.14571 0.3 -1.4 0.6
C 2.11686 -1.59255 -2.23096 -1.3 -0.2 -0.3
C 2.91721 -1.49761 -0.95334 -0.8 1.7 -0.3
O 2.80484 -2.67895 -0.19918 1.1 0.8 -0.3
C 3.64692 -2.55472 0.97680 -1.1 -1.2 0.0
H 4.11086 -0.04519 -3.35399 0.2 -0.1 -0.4
H 3.15649 0.20582 -4.87072 -0.4 0.8 0.5
H 3.44718 -1.35568 -4.43405 0.3 -0.4 0.5
H 2.36206 -2.55435 -2.68144 0.3 0.2 -0.8
H 1.07541 -1.70281 -1.92877 -0.2 0.1 0.0
H 2.45628 -0.68379 -0.39357 0.2 0.4 0.3
H 3.91101 -1.15561 -1.24231 0.6 -0.5 0.4
H 4.00579 -3.57627 1.10226 0.7 0.3 0.2
H 3.02818 -2.37357 1.85569 -0.2 0.4 0.0
H 4.40052 -1.77069 0.90275 0.1 -0.3 -0.2
C -2.65606 -3.20658 1.91608 -0.9 -0.1 0.1
O -2.28231 -4.29379 1.07722 -0.1 1.2 -1.5
C -1.38623 -5.24956 1.60861 -0.2 1.1 -0.4
C -0.75457 -6.03799 0.50423 -0.8 -0.6 -0.4
O -0.18650 -5.28480 -0.52934 2.0 0.4 -0.5
C 1.03369 -5.88532 -1.11248 -1.5 1.1 -0.2
H -1.99453 -2.34815 2.03259 1.3 -0.8 0.4
H -3.02752 -3.65072 2.83959 0.1 0.6 0.3
H -3.44849 -2.61627 1.45599 -0.7 -0.8 -0.4
H -2.01030 -5.97549 2.12983 0.5 0.0 0.9
H -0.62774 -4.67813 2.14364 0.1 -0.5 0.7
H -1.56301 -6.58333 0.01728 -0.1 -0.7 0.2
H -0.04629 -6.71167 0.98651 0.1 -0.2 -0.2
H 0.80675 -6.86604 -1.53057 0.1 -0.2 0.3
H 1.88496 -5.87028 -0.43190 -0.2 -0.1 0.2
H 1.24490 -5.23204 -1.95907 0.2 0.0 0.1
```
Positions in Å, forces in eV/Å.

Atomic partial charges in e from the Mulliken method, atoms 1 to 5: K 1.046; K 0.991; K 0.955; K 0.823; P 1.173